1.
The following is a DFT calculation (ωB97M-V/def2-TZVPD) of a cluster of 9 separate species, C48H122N8O17 in total at a distorted geometry.

HOMO: -8.14 eV
Gap between HOMO and LUMO: 8.38 eV
LUMO energy: 0.24 eV
Energy: -98463.8991 eV
Structure (SMILES): COCCNCCOC.COCCNCCOC.COCCNCCOC.COCCNCCOC.COCCNCCOC.COCCNCCOC.COCCNCCOC.COCCNCCOC.O

CARTESIAN COORDINATES (ANGSTROEM)
1 C 12.247 -1.404 1.985
2 O 13.418 -0.772 2.368
3 C 13.236 0.508 3.093
4 C 12.543 1.595 2.231
5 N 13.180 1.796 0.890
6 C 12.393 2.622 -0.066
7 C 11.037 2.214 -0.592
8 O 10.925 0.992 -1.174
9 C 9.638 0.476 -1.580
10 H 12.194 -1.579 0.911
11 H 11.326 -0.917 2.306
12 H 12.294 -2.287 2.622
13 H 14.209 0.948 3.312
14 H 12.817 0.436 4.097
15 H 12.490 2.534 2.782
16 H 11.543 1.187 2.083
17 H 13.460 0.882 0.567
18 H 13.002 2.748 -0.961
19 H 12.422 3.560 0.488
20 H 10.682 2.990 -1.270
21 H 10.407 2.154 0.296
22 H 9.698 -0.177 -2.451
23 H 8.971 1.251 -1.957
24 H 9.055 -0.128 -0.883
25 C 7.017 8.453 4.618
26 O 7.742 9.433 3.990
27 C 8.805 9.959 4.749
28 C 8.691 11.376 4.993
29 N 9.924 11.927 5.576
30 C 9.808 12.021 6.986
31 C 10.268 13.413 7.591
32 O 9.598 14.527 6.981
33 C 9.780 15.779 7.638
34 H 7.427 7.449 4.721
35 H 6.106 8.460 4.020
36 H 6.669 8.827 5.581
37 H 9.735 9.864 4.188
38 H 9.006 9.517 5.725
39 H 7.831 11.476 5.656
40 H 8.481 11.964 4.099
41 H 10.033 12.900 5.326
42 H 10.325 11.239 7.541
43 H 8.765 12.000 7.302
44 H 11.283 13.598 7.238
45 H 10.185 13.384 8.677
46 H 9.360 16.544 6.985
47 H 10.765 16.046 8.020
48 H 9.028 15.823 8.425
49 C 7.695 11.468 1.399
50 O 8.314 12.662 1.689
51 C 7.436 13.771 1.725
52 C 8.359 15.019 1.638
53 N 7.669 16.262 1.332
54 C 7.389 17.322 2.343
55 C 8.533 17.945 2.984
56 O 9.278 18.703 2.042
57 C 10.154 19.748 2.639
58 H 8.329 10.584 1.330
59 H 7.346 11.597 0.375
60 H 6.844 11.163 2.009
61 H 6.762 13.776 2.581
62 H 6.836 13.782 0.815
63 H 9.136 14.817 0.901
64 H 9.038 15.042 2.491
65 H 7.958 16.786 0.518
66 H 6.629 16.954 3.033
67 H 7.002 18.160 1.765
68 H 9.188 17.116 3.252
69 H 8.182 18.526 3.837
70 H 11.142 19.372 2.906
71 H 9.638 20.252 3.456
72 H 10.471 20.367 1.800
73 C 6.510 0.053 0.829
74 O 6.513 -1.172 1.453
75 C 7.761 -1.855 1.645
76 C 7.504 -3.348 1.796
77 N 8.206 -3.749 3.026
78 C 7.574 -3.368 4.266
79 C 6.391 -4.292 4.673
80 O 5.237 -4.005 3.804
81 C 4.251 -5.008 3.733
82 H 5.483 0.413 0.892
83 H 6.646 -0.069 -0.245
84 H 7.102 0.809 1.346
85 H 8.441 -1.453 2.396
86 H 8.257 -1.765 0.678
87 H 8.159 -3.797 1.049
88 H 6.472 -3.643 1.609
89 H 8.283 -4.755 3.068
90 H 7.118 -2.381 4.179
91 H 8.338 -3.336 5.043
92 H 6.143 -4.150 5.725
93 H 6.804 -5.300 4.645
94 H 3.564 -4.760 2.924
95 H 3.686 -5.219 4.641
96 H 4.636 -6.002 3.504
97 C 4.468 4.220 3.245
98 O 3.749 3.169 2.801
99 C 2.631 2.755 3.546
100 C 1.806 1.755 2.745
101 N 1.307 2.319 1.530
102 C 0.169 3.148 1.656
103 C 0.043 4.113 0.539
104 O 1.235 4.726 -0.052
105 C 1.983 5.539 0.865
106 H 5.249 4.502 2.538
107 H 5.058 4.082 4.151
108 H 3.798 5.050 3.470
109 H 2.140 3.571 4.076
110 H 3.104 2.141 4.312
111 H 1.064 1.304 3.404
112 H 2.445 0.953 2.377
113 H 2.066 2.794 1.064
114 H 0.257 3.668 2.610
115 H -0.676 2.465 1.739
116 H -0.601 4.960 0.773
117 H -0.496 3.615 -0.267
118 H 2.268 4.771 1.584
119 H 1.277 6.131 1.448
120 H 2.695 6.159 0.320
121 C 10.794 6.045 0.055
122 O 9.659 6.751 0.502
123 C 9.949 7.535 1.698
124 C 9.458 6.922 3.073
125 N 9.864 5.530 3.397
126 C 9.410 5.039 4.687
127 C 8.140 4.109 4.535
128 O 8.043 3.407 3.297
129 C 8.840 2.250 3.207
130 H 10.589 5.256 -0.669
131 H 11.264 5.464 0.849
132 H 11.565 6.662 -0.406
133 H 9.285 8.379 1.513
134 H 10.993 7.847 1.743
135 H 8.380 6.778 3.006
136 H 9.706 7.658 3.838
137 H 9.591 4.880 2.673
138 H 9.196 5.759 5.476
139 H 10.222 4.416 5.064
140 H 7.160 4.576 4.634
141 H 8.124 3.342 5.309
142 H 9.846 2.399 3.600
143 H 8.821 1.669 2.285
144 H 8.443 1.534 3.928
145 C 10.552 11.707 -8.901
146 O 9.629 11.418 -7.849
147 C 10.317 11.109 -6.630
148 C 9.362 10.824 -5.431
149 N 8.680 12.046 -4.937
150 C 7.495 11.670 -4.108
151 C 7.896 10.937 -2.845
152 O 8.171 9.611 -3.135
153 C 9.128 8.886 -2.288
154 H 11.314 12.443 -8.644
155 H 10.017 11.904 -9.830
156 H 11.156 10.822 -9.102
157 H 11.088 11.793 -6.276
158 H 10.926 10.208 -6.704
159 H 9.959 10.372 -4.638
160 H 8.660 10.064 -5.773
161 H 8.463 12.711 -5.665
162 H 6.760 11.159 -4.730
163 H 7.002 12.603 -3.835
164 H 7.055 11.050 -2.161
165 H 8.690 11.477 -2.329
166 H 9.133 9.354 -1.303
167 H 10.179 8.848 -2.575
168 H 8.703 7.883 -2.274
169 C 8.363 0.601 7.335
170 O 9.688 0.161 7.278
171 C 9.966 -1.229 7.619
172 C 11.448 -1.662 7.288
173 N 12.377 -1.076 8.323
174 C 13.715 -1.174 7.835
175 C 14.308 -2.595 7.796
176 O 13.690 -3.354 6.842
177 C 14.435 -4.385 6.325
178 H 7.849 -0.003 6.588
179 H 8.202 1.660 7.132
180 H 7.888 0.340 8.281
181 H 9.279 -1.830 7.022
182 H 9.566 -1.458 8.607
183 H 11.644 -1.562 6.220
184 H 11.515 -2.750 7.286
185 H 12.151 -0.136 8.615
186 H 14.436 -0.547 8.358
187 H 13.766 -0.683 6.863
188 H 14.286 -3.055 8.784
189 H 15.379 -2.455 7.649
190 H 15.258 -4.140 5.654
191 H 13.938 -5.224 5.838
192 H 14.882 -4.882 7.185
193 O 10.278 6.785 7.279
194 H 10.906 7.213 7.862
195 H 9.479 6.708 7.801


2.
The following is a DFT calculation (ωB97M-V/def2-TZVPD) of a cluster of 9 separate species, C48H123N9O15 in total at a distorted geometry.

HOMO (spin up / spin down): -9.98 / -9.98 eV
Gap between HOMO and LUMO (spin up / spin down): 7.05 / 2.25 eV
<S²>: 0.7548
LUMO energy (spin up / spin down): -2.93 / -7.73 eV
Energy: -95867.3937 eV
Total charge: +1
Multiplicity: 2

CARTESIAN COORDINATES (ANGSTROEM)
1 C -1.070 -1.991 -2.554
2 O 0.277 -1.800 -2.048
3 C 0.581 -2.593 -0.862
4 C 1.668 -1.914 -0.005
5 N 1.291 -0.929 1.025
6 C 0.873 0.290 0.329
7 C 0.549 1.272 1.416
8 O 0.164 2.461 0.843
9 C -0.130 3.635 1.638
10 H -1.330 -3.008 -2.848
11 H -1.344 -1.310 -3.360
12 H -1.746 -1.753 -1.732
13 H 0.983 -3.590 -1.046
14 H -0.281 -2.834 -0.240
15 H 2.371 -1.409 -0.667
16 H 2.305 -2.633 0.510
17 H 0.443 -1.244 1.475
18 H -0.097 0.097 -0.128
19 H 1.469 0.719 -0.476
20 H 1.412 1.425 2.064
21 H -0.303 0.971 2.026
22 H 0.767 4.067 2.081
23 H -0.795 3.417 2.474
24 H -0.656 4.404 1.072
25 C -6.095 1.425 5.414
26 O -5.167 0.513 4.774
27 C -5.478 -0.889 5.056
28 C -4.699 -1.925 4.139
29 N -3.258 -1.974 4.595
30 C -2.484 -3.064 3.915
31 C -0.935 -2.905 4.245
32 O -0.494 -1.563 3.893
33 C 0.628 -1.201 4.555
34 H -7.035 1.405 4.863
35 H -5.534 2.353 5.306
36 H -6.225 1.232 6.479
37 H -6.540 -1.119 4.971
38 H -5.160 -1.065 6.083
39 H -4.806 -1.728 3.072
40 H -5.105 -2.918 4.334
41 H -2.815 -1.093 4.377
42 H -2.693 -2.978 2.848
43 H -2.796 -4.080 4.158
44 H -0.356 -3.560 3.594
45 H -0.658 -3.281 5.229
46 H 1.276 -2.072 4.460
47 H 0.464 -1.026 5.618
48 H 1.064 -0.328 4.068
49 C 10.816 1.710 5.937
50 O 9.549 2.047 6.437
51 C 8.361 1.943 5.633
52 C 7.957 3.086 4.577
53 N 6.820 2.545 3.917
54 C 5.991 3.589 3.278
55 C 4.826 2.921 2.556
56 O 3.886 2.334 3.402
57 C 3.126 3.186 4.221
58 H 10.860 0.654 5.669
59 H 11.546 1.766 6.744
60 H 11.289 2.397 5.236
61 H 7.560 1.835 6.365
62 H 8.412 0.949 5.188
63 H 8.763 3.235 3.858
64 H 7.851 4.047 5.079
65 H 6.296 1.894 4.485
66 H 6.698 4.135 2.654
67 H 5.708 4.233 4.110
68 H 5.401 2.169 2.015
69 H 4.303 3.568 1.852
70 H 2.330 3.814 3.821
71 H 3.856 3.756 4.797
72 H 2.473 2.581 4.851
73 C 0.190 -0.122 -5.890
74 O 0.567 -1.318 -6.529
75 C 1.972 -1.336 -6.646
76 C 2.508 -2.645 -7.292
77 N 2.496 -3.754 -6.397
78 C 1.146 -3.936 -5.840
79 C 0.813 -5.338 -5.206
80 O 0.568 -6.452 -6.172
81 C 0.198 -7.729 -5.491
82 H 0.879 0.383 -5.214
83 H -0.732 -0.313 -5.340
84 H -0.178 0.575 -6.643
85 H 2.368 -1.205 -5.639
86 H 2.339 -0.584 -7.345
87 H 3.558 -2.465 -7.522
88 H 2.054 -2.895 -8.251
89 H 2.965 -4.504 -6.883
90 H 0.431 -3.777 -6.647
91 H 1.057 -3.258 -4.991
92 H -0.135 -5.253 -4.675
93 H 1.564 -5.519 -4.437
94 H 0.871 -7.920 -4.655
95 H 0.282 -8.688 -6.003
96 H -0.788 -7.674 -5.029
97 C 6.099 6.530 -3.782
98 O 4.873 6.505 -4.419
99 C 4.352 5.136 -4.697
100 C 2.959 5.396 -5.345
101 N 1.898 5.857 -4.313
102 C 0.506 5.834 -4.781
103 C -0.280 4.541 -4.775
104 O 0.418 3.294 -4.622
105 C 0.722 3.097 -3.160
106 H 6.731 6.295 -4.638
107 H 6.190 5.945 -2.867
108 H 6.439 7.552 -3.613
109 H 4.243 4.630 -3.737
110 H 5.014 4.541 -5.327
111 H 2.715 4.595 -6.042
112 H 3.070 6.189 -6.085
113 H 2.163 6.675 -3.784
114 H 0.464 6.446 -5.681
115 H -0.040 6.629 -4.274
116 H -0.812 4.563 -5.726
117 H -1.142 4.525 -4.107
118 H 1.496 2.355 -2.962
119 H -0.104 2.494 -2.785
120 H 0.934 4.065 -2.706
121 C -7.595 -7.388 4.013
122 O -6.637 -6.846 3.067
123 C -7.405 -6.524 1.895
124 C -6.626 -6.222 0.576
125 N -6.198 -4.882 0.805
126 C -5.222 -4.346 -0.116
127 C -4.739 -2.936 0.442
128 O -4.539 -1.974 -0.636
129 C -4.158 -0.718 -0.252
130 H -7.017 -7.960 4.740
131 H -8.185 -8.183 3.559
132 H -8.212 -6.636 4.504
133 H -8.072 -5.712 2.183
134 H -8.090 -7.286 1.523
135 H -7.058 -6.141 -0.421
136 H -5.729 -6.831 0.464
137 H -5.746 -5.194 1.652
138 H -5.690 -4.244 -1.095
139 H -4.360 -4.951 -0.397
140 H -3.783 -3.087 0.943
141 H -5.435 -2.369 1.060
142 H -3.919 0.007 -1.030
143 H -3.225 -0.743 0.310
144 H -4.913 -0.269 0.393
145 C -3.541 5.121 2.718
146 C -2.871 6.492 2.432
147 C -3.021 6.951 0.916
148 O -4.417 7.413 0.568
149 C -4.696 7.729 -0.728
150 N -3.536 7.571 3.168
151 H -4.453 4.853 2.185
152 H -3.573 4.893 3.784
153 H -2.942 4.265 2.407
154 H -1.824 6.343 2.698
155 H -2.749 6.196 0.178
156 H -2.319 7.769 0.752
157 H -5.785 7.745 -0.770
158 H -4.294 6.995 -1.427
159 H -4.365 8.737 -0.979
160 H -2.991 8.390 3.397
161 H -4.220 7.909 2.506
162 C -5.177 -2.752 -6.882
163 C -4.292 -2.461 -5.725
164 C -5.103 -2.066 -4.420
165 O -6.021 -0.993 -4.665
166 C -6.625 -0.573 -3.502
167 N -3.522 -3.642 -5.328
168 H -5.798 -1.905 -7.170
169 H -5.886 -3.563 -6.716
170 H -4.532 -2.980 -7.732
171 H -3.579 -1.705 -6.054
172 H -4.411 -1.756 -3.637
173 H -5.657 -2.983 -4.220
174 H -7.128 -1.438 -3.070
175 H -7.443 0.135 -3.637
176 H -5.970 -0.130 -2.752
177 H -3.018 -4.013 -6.121
178 H -2.825 -3.355 -4.657
179 C 5.215 -3.314 2.962
180 C 5.377 -1.816 3.544
181 C 6.825 -1.429 3.937
182 O 7.166 -2.228 5.117
183 C 8.520 -2.238 5.403
184 N 4.902 -0.812 2.575
185 H 5.574 -4.103 3.624
186 H 5.739 -3.324 2.006
187 H 4.153 -3.498 2.800
188 H 4.770 -1.609 4.426
189 H 6.914 -0.374 4.198
190 H 7.278 -1.533 2.951
191 H 9.088 -3.028 4.911
192 H 8.589 -2.420 6.476
193 H 9.103 -1.347 5.171
194 H 4.908 0.025 3.140
195 H 3.941 -0.975 2.312